No. 1
{"formula": "C3H8N3O", "method": "ωB97M-V/def2-TZVPD", "homo_ev": -13.8, "smiles": "CN1OCNC1=[NH2+]", "e_tot_ha": -358.29302, "total_charge": 1, "elements": ["C", "N", "O", "C", "N", "C", "N", "H", "H", "H", "H", "H", "H", "H", "H"], "xyz": [[0.523, 0.676, -1.723], [0.288, -0.399, -0.802], [-1.004, -0.956, -0.957], [-1.280, -1.637, 0.215], [-0.777, -0.736, 1.277], [0.146, 0.055, 0.828], [0.912, 0.953, 1.358], [1.587, 0.916, -1.696], [0.282, 0.285, -2.714], [-0.086, 1.567, -1.546], [-0.744, -2.596, 0.288], [-2.359, -1.788, 0.277], [-1.081, -0.836, 2.237], [0.909, 1.145, 2.353], [1.576, 1.455, 0.786]]}

No. 2
{"formula": "C5H6INO3S", "method": "ωB97M-V/def2-TZVPD", "homo_ev": -9.2, "e_tot_ha": -1170.33167, "elements": ["C", "C", "C", "C", "C", "N", "O", "O", "O", "S", "I", "H", "H", "H", "H", "H", "H"], "xyz": [[0.737, -1.643, -0.015], [-0.600, 1.777, 0.579], [0.115, -0.320, -0.367], [1.142, -2.533, -1.108], [1.316, -3.950, -0.991], [-0.029, 0.598, 0.528], [1.815, -4.969, -0.745], [-1.354, 3.715, 2.014], [0.162, -3.553, -1.435], [-0.614, 2.457, 2.084], [-2.562, 6.609, 1.108], [1.695, -1.287, 0.581], [0.071, -2.151, 0.753], [-1.057, 2.422, -0.222], [-2.210, 5.187, 0.574], [-0.103, -0.258, -1.396], [1.476, -2.102, -1.940]]}

No. 3
{"formula": "C18H16F4N2O3", "method": "ωB97M-V/def2-TZVPD", "homo_ev": -9.3, "smiles": "C[C@H]1Cc2c(-c3ccc(F)cc3F)cc(C(N)=O)nc2O[C@H]1COC(F)F", "e_tot_ha": -1430.19083, "elements": ["C", "C", "C", "C", "C", "C", "C", "C", "C", "F", "C", "C", "F", "C", "C", "C", "N", "O", "N", "C", "O", "C", "C", "O", "C", "F", "F", "H", "H", "H", "H", "H", "H", "H", "H", "H", "H", "H", "H", "H", "H", "H", "H"], "xyz": [[-2.032, -1.330, 3.086], [-1.777, -1.464, 1.537], [-1.132, -0.186, 1.140], [-0.504, -0.216, -0.273], [-0.126, 0.938, -1.025], [-0.328, 2.310, -0.528], [0.736, 3.106, 0.003], [0.581, 4.491, 0.291], [-0.718, 5.031, 0.229], [-0.841, 6.287, 0.696], [-1.843, 4.225, -0.011], [-1.605, 2.864, -0.377], [-2.638, 2.185, -0.928], [0.406, 0.753, -2.321], [0.675, -0.524, -2.819], [1.279, -0.535, -4.129], [1.444, -1.722, -4.710], [1.751, 0.446, -4.770], [0.363, -1.632, -2.062], [-0.229, -1.452, -0.879], [-0.520, -2.673, -0.246], [-0.832, -2.662, 1.182], [0.497, -2.859, 1.967], [1.466, -1.758, 1.852], [2.722, -2.100, 1.178], [3.614, -1.087, 1.372], [3.298, -3.101, 1.956], [-2.508, -0.377, 3.201], [-2.629, -2.091, 3.600], [-1.045, -1.296, 3.544], [-2.613, -1.682, 0.942], [-1.902, 0.551, 1.069], [-0.357, 0.088, 1.800], [1.846, 2.796, -0.015], [1.388, 5.130, 0.657], [-2.810, 4.651, -0.023], [0.709, 1.654, -2.861], [2.156, -1.720, -5.450], [1.483, -2.470, -4.007], [-1.279, -3.630, 1.411], [0.930, -3.712, 1.534], [0.385, -2.904, 3.007], [2.538, -2.324, 0.181]]}

No. 4
{"formula": "C4H9NO", "method": "ωB97M-V/def2-TZVPD", "homo_ev": -9.6, "smiles": "CC(C)NC=O", "e_tot_ha": -287.74513, "elements": ["C", "C", "C", "N", "C", "O", "H", "H", "H", "H", "H", "H", "H", "H", "H"], "xyz": [[-0.562, 1.591, 0.875], [-0.489, 0.237, 0.054], [0.578, 0.016, -1.372], [-0.179, -0.823, 0.993], [0.141, -1.979, 0.370], [-0.153, -2.173, -0.792], [-0.539, 2.453, 0.208], [0.261, 1.720, 1.597], [-1.488, 1.724, 1.485], [-1.491, 0.059, -0.348], [0.794, -0.882, -2.023], [1.575, 0.276, -1.026], [0.159, 0.707, -2.088], [0.194, -0.634, 1.917], [0.745, -2.685, 0.950]]}

No. 5
{"formula": "C7H6OS", "method": "ωB97M-V/def2-TZVPD", "homo_ev": -8.8, "e_tot_ha": -743.55603, "elements": ["C", "C", "C", "C", "C", "C", "C", "O", "S", "H", "H", "H", "H", "H", "H"], "xyz": [[-1.775, 0.592, -0.592], [-1.117, 1.650, -0.019], [-1.283, -0.815, -0.606], [0.242, 1.732, 0.500], [-0.217, -1.464, -0.200], [1.157, 0.812, 0.301], [0.756, -2.190, 0.224], [3.281, -0.585, 0.431], [2.617, 0.475, -0.300], [-2.697, 0.840, -0.937], [-1.632, 2.670, 0.190], [-2.039, -1.585, -0.932], [0.264, 2.730, 1.054], [0.973, -2.195, 1.309], [1.469, -2.665, -0.422]]}

No. 6
{"formula": "C32H46N6O2", "method": "ωB97M-V/def2-TZVPD", "homo_ev": -8.2, "smiles": "c1cc[nH]c1.c1cc[nH]c1.c1cc[nH]c1.c1cc[nH]c1.c1cc[nH]c1.c1cc[nH]c1.C1CCOC1.C1CCOC1", "e_tot_ha": -1725.72871, "elements": ["C", "C", "C", "N", "C", "H", "H", "H", "H", "H", "C", "C", "C", "N", "C", "H", "H", "H", "H", "H", "C", "C", "C", "N", "C", "H", "H", "H", "H", "H", "C", "C", "C", "N", "C", "H", "H", "H", "H", "H", "C", "C", "C", "N", "C", "H", "H", "H", "H", "H", "C", "C", "C", "N", "C", "H", "H", "H", "H", "H", "C", "C", "C", "O", "C", "H", "H", "H", "H", "H", "H", "H", "H", "C", "C", "C", "O", "C", "H", "H", "H", "H", "H", "H", "H", "H"], "xyz": [[-6.731, 1.370, -6.841], [-6.433, 2.446, -7.795], [-5.161, 2.879, -7.611], [-4.834, 2.357, -6.419], [-5.741, 1.471, -5.927], [-7.601, 0.756, -6.663], [-7.146, 2.686, -8.570], [-4.554, 3.637, -8.085], [-3.960, 2.585, -5.969], [-5.518, 0.966, -4.999], [1.570, -2.077, 8.680], [1.752, -3.213, 7.850], [1.329, -2.824, 6.586], [0.770, -1.610, 6.654], [0.881, -1.126, 7.915], [1.845, -2.024, 9.723], [2.211, -4.114, 8.230], [1.182, -3.420, 5.697], [0.238, -1.214, 5.893], [0.449, -0.172, 8.178], [3.589, 7.212, 5.460], [2.919, 7.742, 4.399], [2.150, 6.782, 3.762], [2.394, 5.631, 4.456], [3.157, 5.922, 5.586], [4.228, 7.740, 6.152], [3.016, 8.750, 4.023], [1.537, 6.782, 2.873], [2.089, 4.703, 4.202], [3.632, 5.205, 6.240], [-0.514, -8.533, 2.141], [-0.103, -9.171, 3.273], [-0.579, -8.498, 4.376], [-1.343, -7.445, 3.834], [-1.278, -7.421, 2.443], [-0.232, -8.780, 1.128], [0.564, -10.018, 3.320], [-0.539, -8.646, 5.445], [-1.734, -6.786, 4.492], [-1.729, -6.660, 1.823], [-1.358, 6.097, -5.043], [-0.818, 5.268, -3.982], [-1.635, 5.577, -2.868], [-2.533, 6.515, -3.227], [-2.401, 6.806, -4.592], [-0.877, 6.143, -6.009], [0.073, 4.660, -3.936], [-1.679, 5.233, -1.845], [-3.247, 7.026, -2.728], [-2.937, 7.604, -5.085], [7.231, 0.649, 2.609], [6.463, 1.226, 3.577], [5.679, 0.334, 4.180], [6.014, -0.884, 3.657], [6.989, -0.739, 2.657], [7.926, 1.069, 1.898], [6.440, 2.279, 3.812], [4.997, 0.452, 5.009], [5.595, -1.721, 4.036], [7.504, -1.548, 2.160], [-0.876, -2.639, -6.443], [-0.787, -3.907, -5.628], [-0.474, -4.804, -6.758], [-1.538, -4.377, -7.647], [-1.593, -2.946, -7.732], [0.036, -2.080, -6.651], [-1.366, -1.803, -5.943], [-1.706, -4.043, -5.057], [0.047, -3.862, -4.927], [-0.639, -5.857, -6.533], [0.500, -4.813, -7.247], [-2.630, -2.619, -7.809], [-1.013, -2.558, -8.568], [-1.750, -0.418, 0.129], [-0.280, -0.828, 0.132], [0.381, 0.441, 0.511], [-0.512, 1.064, 1.445], [-1.787, 0.666, 1.153], [-2.372, -1.194, 0.575], [-2.083, -0.050, -0.841], [-0.133, -1.071, -0.920], [-0.007, -1.491, 0.954], [0.543, 1.131, -0.317], [1.389, 0.456, 0.926], [-2.372, 1.563, 0.948], [-2.178, 0.122, 2.013]]}

No. 7
{"formula": "C5H6O", "method": "ωB97M-V/def2-TZVPD", "homo_ev": -10.0, "e_tot_ha": -269.26916, "elements": ["O", "C", "C", "C", "C", "C", "H", "H", "H", "H", "H", "H"], "xyz": [[-2.528, 0.764, -1.125], [-3.056, 0.132, -0.342], [-0.554, -0.298, 0.830], [0.224, -0.237, -0.498], [1.627, 0.139, -0.271], [2.772, 0.452, -0.064], [-1.610, -0.587, 0.742], [-0.128, -1.051, 1.490], [-0.517, 0.681, 1.320], [0.196, -1.205, -1.013], [-0.214, 0.491, -1.192], [3.790, 0.717, 0.122]]}

No. 8
{"formula": "C4H3NO", "method": "ωB97M-V/def2-TZVPD", "homo_ev": -9.9, "smiles": "O=C1C=CN=C1", "e_tot_ha": -284.10217, "elements": ["O", "C", "C", "C", "N", "C", "H", "H", "H"], "xyz": [[-2.264, -0.356, -0.171], [-1.125, -0.196, 0.073], [-0.324, 1.025, 0.242], [1.000, 0.628, -0.098], [1.276, -0.803, -0.150], [0.147, -1.336, 0.233], [-0.673, 2.179, 0.016], [1.809, 1.205, -0.250], [0.154, -2.347, 0.106]]}

What M values result from the calculations? In sequence: 102.12, 287.08, 384.33, 87.12, 138.19, 546.76, 82.10, 81.07 g mol⁻¹.
What energy relative to the best compared isomer or geometry (same formula, charge and spin) values result from the calculations? In sequence: 64.9, 18.7, 26.3, 54.8, 109.8, 87.6, 48.4, 44.5 kcal per mole.
What HOMO-LUMO gap values result from the calculations? In sequence: 10.52, 7.81, 9.03, 10.48, 8.29, 8.16, 11.04, 8.61 eV.